[1]
The following is a DFT calculation (the ωB97M-V functional and the def2-TZVPD basis) of 2 unconnected molecules or ions with the total composition C2H9NO in a non-equilibrium geometry.

Last column: Mulliken spin population.
Cartesian coordinates (Å):
1 C -0.340 1.234 0.562  1.111
2 N 0.425 0.107 1.060  -0.143
3 C 1.836 0.126 0.736  0.506
4 H -1.238 0.912 0.029  -0.487
5 H 0.296 1.877 -0.045  -0.065
6 H -0.637 1.864 1.407  0.013
7 H 0.025 -0.798 1.152  -0.246
8 H 2.317 -0.798 1.054  -0.126
9 H 2.012 0.360 -0.323  -0.061
10 H 2.299 0.953 1.309  -0.080
11 H -1.877 -1.357 -2.162  -0.245
12 H -3.005 -2.273 -2.196  -0.445
13 O -2.112 -2.207 -2.582  1.267

Summary:
Calculated total energy: -5755.620 eV
HOMO energy (spin up / spin down): 1.2 / -4.7 eV
Net charge: -1
Relative energy (zero: lowest compared OMol25 entry of this formula, charge and spin): 0.247 eV
Expectation value of S²: 0.7504
Molecular weight: 63.1 g/mol
Multiplicity: 2
Kohn-Sham gap (spin up / spin down): 3.0775 / 8.7084 eV



[2]
The following is a DFT calculation (the ωB97M-V functional and the def2-TZVPD basis) of 2 unconnected molecules or ions with the total composition C2H9NO2 in a non-equilibrium geometry.

Last column: Mulliken spin population.
Cartesian coordinates (Å):
1 C -1.003 1.424 -0.452  -0.004
2 O -0.864 2.001 0.832  -0.405
3 C -0.143 0.170 -0.601  1.428
4 N -0.727 -0.792 -1.574  0.115
5 H -2.051 1.280 -0.778  -0.030
6 H -0.592 2.210 -1.085  0.029
7 H -1.329 1.511 1.514  0.121
8 H 0.892 0.402 -0.868  -0.103
9 H -0.148 -0.270 0.398  -0.067
10 H -0.183 -1.632 -1.721  -0.357
11 H -0.944 -0.371 -2.466  -0.102
12 H 1.535 -2.825 1.550  -0.282
13 H 2.662 -1.919 0.863  -0.267
14 O 2.348 -2.324 1.697  0.925

Summary:
Calculated total energy: -7803.230 eV
HOMO energy (spin up / spin down): 1.2 / -5.5 eV
Net charge: -1
Relative energy (zero: lowest compared OMol25 entry of this formula, charge and spin): 0.380 eV
Expectation value of S²: 0.7504
Molecular weight: 79.1 g/mol
Multiplicity: 2
Kohn-Sham gap (spin up / spin down): 2.7288 / 9.3804 eV



[3]
The following is a DFT calculation (the ωB97M-V functional and the def2-TZVPD basis) of 2 unconnected molecules or ions with the total composition C2H9NO2 in a non-equilibrium geometry.

Last column: Löwdin charge in e.
Cartesian coordinates (Å):
1 N 2.272 1.326 -0.933  -0.011
2 C 1.811 1.240 0.414  -0.388
3 O 1.037 0.082 0.689  -0.140
4 H 2.766 0.444 -1.392  0.130
5 H 1.584 1.597 -1.641  0.061
6 H 2.452 0.976 1.220  0.101
7 H 1.185 2.124 0.622  0.117
8 H 0.238 0.017 0.012  0.105
9 C -2.189 -1.509 0.475  -0.166
10 O -1.813 -0.639 -0.550  -0.139
11 H -2.972 -2.143 0.025  0.098
12 H -1.340 -1.771 1.036  0.059
13 H -2.629 -0.961 1.336  0.082
14 H -2.402 -0.782 -1.312  0.091

Summary:
Calculated total energy: -7803.121 eV
HOMO energy: -9.3 eV
Net charge: 0
Relative energy (zero: lowest compared OMol25 entry of this formula, charge and spin): 1.605 eV
SMILES string: NCO.CO
Molecular weight: 79.1 g/mol
Kohn-Sham gap: 9.9857 eV



[4]
The following is a DFT calculation (the ωB97M-V functional and the def2-TZVPD basis) of 2 unconnected molecules or ions with the total composition C2H9NO2 in a non-equilibrium geometry.

Last column: Löwdin charge in e.
Cartesian coordinates (Å):
1 N 0.449 -0.438 -0.106  -0.006
2 C -0.583 0.209 -0.851  -0.294
3 C -1.576 0.895 0.083  -0.265
4 O -2.359 1.815 -0.701  -0.090
5 H 1.053 0.188 0.393  0.059
6 H 1.046 -1.074 -0.607  0.053
7 H -1.196 -0.497 -1.410  0.116
8 H -0.240 0.989 -1.542  0.110
9 H -1.112 1.463 0.899  0.109
10 H -2.232 0.149 0.551  0.114
11 H -3.210 1.913 -0.264  0.075
12 O 3.036 -1.980 0.944  -0.060
13 H 3.080 -2.119 1.901  0.044
14 H 3.844 -1.513 0.709  0.034

Summary:
Calculated total energy: -7804.501 eV
HOMO energy: -8.9 eV
Net charge: 0
Relative energy (zero: lowest compared OMol25 entry of this formula, charge and spin): 0.225 eV
SMILES string: NCCO.O
Molecular weight: 79.1 g/mol
Kohn-Sham gap: 9.7170 eV



[5]
The following is a DFT calculation (the ωB97M-V functional and the def2-TZVPD basis) of 3 unconnected molecules or ions with the total composition C2H9NO3 in a non-equilibrium geometry.

Last column: Löwdin charge in e.
Cartesian coordinates (Å):
1 N -0.754 -0.211 -1.211  -0.006
2 C -0.130 -1.194 -0.399  -0.266
3 C 1.269 -0.733 0.051  -0.271
4 O 2.024 -1.333 0.744  0.064
5 H -0.247 0.209 -1.971  0.068
6 H -1.739 -0.310 -1.349  0.067
7 H -0.704 -1.551 0.457  0.120
8 H 0.126 -2.148 -0.903  0.116
9 H 1.422 0.274 -0.404  0.104
10 O -3.499 0.728 4.368  -0.067
11 H -2.763 0.111 4.329  0.028
12 H -3.219 1.452 3.783  0.039
13 O 2.440 1.803 -2.645  -0.073
14 H 2.867 1.865 -1.792  0.020
15 H 2.906 1.039 -3.059  0.057

Summary:
Calculated total energy: -9851.568 eV
HOMO energy: -9.3 eV
Net charge: 0
Relative energy (zero: lowest compared OMol25 entry of this formula, charge and spin): 2.079 eV
SMILES string: NCC=O.O.O
Molecular weight: 95.1 g/mol
Kohn-Sham gap: 9.8325 eV



[6]
The following is a DFT calculation (the ωB97M-V functional and the def2-TZVPD basis) of 3 unconnected molecules or ions with the total composition C2H9NO3 in a non-equilibrium geometry.

Last column: Löwdin charge in e.
Cartesian coordinates (Å):
1 C 0.255 -1.120 -0.555  -0.001
2 C -1.051 -0.779 0.115  -0.538
3 N -1.968 -1.841 -0.076  0.119
4 O -1.512 0.251 0.564  0.048
5 H 1.111 -0.599 -0.134  0.067
6 H 0.215 -0.517 -1.480  0.109
7 H 0.349 -2.143 -0.859  0.076
8 H -2.934 -1.615 0.091  0.093
9 H -1.729 -2.806 0.079  0.088
10 O 1.947 1.794 -1.284  -0.074
11 H 1.639 1.222 -0.540  -0.005
12 H 2.103 2.555 -0.726  0.020
13 O 0.894 1.970 1.469  -0.054
14 H 0.422 1.132 1.373  0.005
15 H 0.258 2.495 1.962  0.049

Summary:
Calculated total energy: -9852.642 eV
HOMO energy: -10.3 eV
Net charge: 0
Relative energy (zero: lowest compared OMol25 entry of this formula, charge and spin): 1.005 eV
SMILES string: CC(N)=O.O.O
Molecular weight: 95.1 g/mol
Kohn-Sham gap: 10.9836 eV



[7]
The following is a DFT calculation (the ωB97M-V functional and the def2-TZVPD basis) of 3 unconnected molecules or ions with the total composition C2H9NO3 in a non-equilibrium geometry.

Last column: Mulliken spin population.
Cartesian coordinates (Å):
1 O -1.442 1.550 -2.819  0.291
2 C -1.586 1.301 -1.683  0.090
3 C -0.862 2.202 -0.600  0.067
4 N 0.277 1.553 -0.037  0.490
5 H -2.006 0.330 -1.307  0.041
6 H -0.555 3.190 -0.932  0.001
7 H -1.567 2.194 0.280  0.025
8 H 1.144 1.607 -0.559  -0.002
9 H 0.014 0.619 0.279  -0.007
10 H 4.585 -5.193 2.168  0.000
11 H 3.236 -5.581 2.395  0.000
12 O 3.732 -5.097 1.721  0.000
13 H -0.839 0.768 2.029  0.001
14 H -0.816 -0.549 2.863  0.000
15 O -1.100 -0.149 2.027  0.001

Summary:
Calculated total energy: -9842.485 eV
HOMO energy (spin up / spin down): -13.4 / -13.4 eV
Net charge: +1
Relative energy (zero: lowest compared OMol25 entry of this formula, charge and spin): 0.849 eV
Expectation value of S²: 0.7606
Molecular weight: 95.1 g/mol
Multiplicity: 2
Kohn-Sham gap (spin up / spin down): 8.4353 / 4.4051 eV



[8]
The following is a DFT calculation (the ωB97M-V functional and the def2-TZVPD basis) of 3 unconnected molecules or ions with the total composition C2H9NO4 in a non-equilibrium geometry.

Last column: Löwdin charge in e.
Cartesian coordinates (Å):
1 C 0.815 -1.525 -0.757  -0.092
2 N 1.686 -1.376 0.401  0.034
3 C 2.910 -0.791 0.339  -0.622
4 O 3.671 -0.658 1.254  0.099
5 O 3.202 -0.405 -0.945  0.077
6 H 1.285 -1.885 -1.662  0.078
7 H 0.355 -0.572 -1.063  0.088
8 H -0.005 -2.202 -0.547  0.078
9 H 1.111 -1.289 1.223  0.140
10 H 4.035 -0.805 -1.213  0.121
11 O -5.508 1.678 3.339  -0.065
12 H -5.278 1.533 4.263  0.031
13 H -6.317 1.161 3.242  0.033
14 O -4.131 2.133 -3.505  -0.064
15 H -3.788 1.435 -2.935  0.031
16 H -4.563 2.693 -2.848  0.033

Summary:
Calculated total energy: -11900.154 eV
HOMO energy: -10.0 eV
Net charge: 0
Relative energy (zero: lowest compared OMol25 entry of this formula, charge and spin): 0.675 eV
SMILES string: CNC(=O)O.O.O
Molecular weight: 111.1 g/mol
Kohn-Sham gap: 10.5117 eV



[9]
The following is a DFT calculation (the ωB97M-V functional and the def2-TZVPD basis) of 3 unconnected molecules or ions with the total composition C2H9NO4 in a non-equilibrium geometry.

Last column: Löwdin charge in e.
Cartesian coordinates (Å):
1 O 1.949 -0.785 -1.364  0.009
2 C 1.132 0.119 -1.467  -0.331
3 N 0.223 0.433 -0.492  0.010
4 C 0.649 0.321 0.921  -0.278
5 O -0.224 -0.481 1.659  -0.003
6 H 1.097 0.671 -2.421  0.132
7 H -0.720 0.131 -0.672  0.121
8 H 1.676 -0.038 0.828  0.118
9 H 0.836 1.374 1.168  0.119
10 H 0.133 -1.355 1.552  0.081
11 O -1.452 2.444 0.675  -0.032
12 H -1.104 2.172 1.510  0.011
13 H -2.253 2.928 0.820  0.032
14 O -0.941 -2.349 -0.878  -0.055
15 H 0.016 -2.271 -0.985  0.016
16 H -1.018 -3.313 -0.853  0.049

Summary:
Calculated total energy: -11898.965 eV
HOMO energy: -9.4 eV
Net charge: 0
Relative energy (zero: lowest compared OMol25 entry of this formula, charge and spin): 1.864 eV
SMILES string: O=CNCO.O.O
Molecular weight: 111.1 g/mol
Kohn-Sham gap: 10.0320 eV



[10]
The following is a DFT calculation (the ωB97M-V functional and the def2-TZVPD basis) of 3 unconnected molecules or ions with the total composition C2H9NO4 in a non-equilibrium geometry.

Last column: Löwdin charge in e.
Cartesian coordinates (Å):
1 O -1.400 0.604 0.016  -0.016
2 C -1.116 -0.541 0.447  -0.287
3 N 0.132 -1.041 0.829  0.034
4 C 1.251 -0.130 1.400  -0.181
5 O 1.155 1.061 0.666  -0.041
6 H -1.890 -1.247 0.736  0.116
7 H 0.155 -2.056 0.884  0.121
8 H 1.106 0.005 2.404  0.081
9 H 2.138 -0.822 1.157  0.146
10 H 0.249 1.217 0.406  0.033
11 O -3.394 -2.949 -1.433  -0.105
12 H -2.663 -2.716 -2.088  0.070
13 H -3.662 -2.088 -1.043  0.035
14 O 2.898 3.320 -1.703  -0.096
15 H 2.172 3.964 -1.946  0.060
16 H 2.869 3.419 -0.733  0.031

Summary:
Calculated total energy: -11898.880 eV
HOMO energy: -10.2 eV
Net charge: 0
Relative energy (zero: lowest compared OMol25 entry of this formula, charge and spin): 1.950 eV
SMILES string: O=CNCO.O.O
Molecular weight: 111.1 g/mol
Kohn-Sham gap: 10.7161 eV